No. 1
DFT (ωB97M-V/def2-TZVPD) results for 2 unconnected molecules or ions with the total composition C12H17N.

Geometry as XYZ:
```
30
Properties=species:S:1:pos:R:3:forces:R:3:lowdin_charge:R:1
C 0.7144 -1.2421 3.6767 3.549 2.055 -1.270 -0.058
C -1.2938 -0.4634 0.7223 1.089 -1.271 -0.691 -0.159
C -0.5235 -1.3241 1.5726 0.053 1.182 0.802 -0.145
C 0.0586 -0.5033 2.5978 -1.947 0.794 -1.157 -0.211
C -0.3588 0.8084 2.3193 0.722 0.057 0.759 -0.020
C -1.3005 -2.3234 -0.7784 -1.516 -0.671 -1.038 -0.112
C -1.6313 -1.0016 -0.5384 1.246 -0.466 2.596 -0.019
C -0.8638 -3.2207 0.1996 1.397 0.355 0.386 -0.091
C -0.3036 -2.6973 1.3801 -3.153 1.089 -3.644 -0.018
N -1.1910 0.8545 1.1838 4.527 -10.568 4.770 0.112
H -1.4668 -2.7520 -1.7722 -0.197 0.332 0.253 0.101
H -1.9817 -0.2995 -1.1932 -0.980 1.090 -2.330 0.074
H -0.7292 -4.3007 -0.0222 -0.134 0.954 -0.009 0.109
H 0.2257 -3.4313 1.8475 1.535 -1.031 2.346 0.071
H -1.4825 1.6154 0.8881 -3.630 8.457 -3.972 0.031
H -0.1048 1.8157 2.7732 -0.345 -1.670 -0.304 0.133
H 1.4901 -0.6102 4.1174 0.073 -0.581 0.378 0.093
H 1.0680 -2.2452 3.4651 1.491 0.238 -1.758 0.074
H 0.1862 -1.7258 4.3609 -3.771 -0.334 3.870 0.033
C 1.4726 2.5308 -3.6486 1.115 -0.889 0.462 -0.305
C 0.7001 3.4029 -2.6316 2.260 -0.257 -0.545 -0.109
C 2.8673 3.0000 -4.0822 0.197 3.134 1.654 -0.149
H 1.7016 1.5193 -3.2231 -0.809 0.620 -0.117 0.107
H 0.8829 2.3566 -4.5636 0.008 0.191 0.411 0.099
H -0.2467 3.0138 -2.5444 -2.473 -0.638 0.122 0.028
H 3.7141 2.8946 -3.3080 -1.625 0.731 -0.548 0.095
H 3.2811 2.4291 -4.8280 0.450 -1.620 -2.177 0.013
H 2.8025 4.0731 -4.5272 0.408 -1.581 1.035 0.099
H 1.0928 3.4259 -1.6333 0.705 -0.530 0.558 0.062
H 0.6778 4.4430 -2.8588 -0.245 0.826 -0.843 0.059
```
Positions in Å, forces in eV/Å.

Values from the calculation:
- LUMO (Eh) = 0.0290
- net charge = 0
- HOMO energy (eV) = -7.7
- energy above the lowest of the compared OMol25 structures with the same formula, charge and spin (kJ/mol) = 328.4
- frontier orbital gap (hartree) = 0.3122
- SMILES string = Cc1c[nH]c2ccccc12.CCC
- energy (hartree) = -522.0952

=====

No. 2
DFT (ωB97M-V/def2-TZVPD) results for 2 unconnected molecules or ions with the total composition C17H26N3.

Geometry as XYZ:
```
46
Properties=species:S:1:pos:R:3:forces:R:3:lowdin_charge:R:1
C 2.0515 -1.9935 -0.3482 -1.146 0.676 -0.005 -0.171
C 3.5648 -1.9982 -0.3454 1.082 0.988 0.020 -0.159
N 4.0677 -0.5879 -0.3446 -0.183 -0.011 -0.047 -0.142
C 3.5695 0.1113 -1.5688 1.085 -0.465 0.845 -0.163
C 2.0571 0.1118 -1.5679 -1.115 -0.423 0.615 -0.180
N 1.5323 -0.5872 -0.3508 0.299 0.007 -0.079 -0.151
C 2.0470 0.1082 0.8688 -1.095 -0.339 -0.537 -0.175
C 3.5615 0.1097 0.8764 1.030 -0.471 -0.799 -0.161
H 1.6636 -2.4861 -1.2502 -0.100 0.015 0.295 0.114
H 1.6546 -2.4826 0.5524 -0.087 0.024 -0.312 0.113
H 3.9559 -2.4843 0.5583 0.062 0.031 -0.338 0.119
H 3.9605 -2.4909 -1.2441 0.057 0.056 0.345 0.119
H 3.9643 1.1353 -1.5589 0.080 -0.284 -0.066 0.118
H 3.9619 -0.4291 -2.4400 0.061 0.237 0.200 0.119
H 1.6674 1.1382 -1.5579 -0.111 -0.194 -0.064 0.105
H 1.6723 -0.4260 -2.4439 -0.119 0.201 0.131 0.111
H 1.6569 1.1354 0.8590 -0.108 -0.245 0.076 0.111
H 1.6512 -0.4321 1.7401 -0.086 0.236 -0.170 0.112
H 3.9501 -0.4349 1.7468 0.062 0.260 -0.187 0.119
H 3.9554 1.1348 0.8703 0.071 -0.308 0.074 0.118
C -2.2655 3.6371 -2.7397 0.199 0.006 -0.583 -0.011
N -2.4078 2.8808 -1.4998 0.500 -1.439 0.159 -0.173
C -3.1732 3.4717 -0.4065 -0.099 0.168 0.397 -0.014
C -1.9129 1.6498 -1.4086 -0.335 0.780 -0.219 -0.027
C -1.9246 0.8851 -0.2300 0.043 -0.564 0.416 -0.056
C -1.6194 -0.4667 -0.2050 -0.286 0.840 -0.309 0.022
C -1.7292 -1.2715 0.9841 0.045 -0.697 1.196 -0.219
C -1.8271 -2.6899 0.8999 0.115 0.660 -0.117 -0.014
C -1.9950 -3.4680 2.0436 -0.012 0.191 0.187 -0.057
C -2.0507 -2.8600 3.3115 0.076 0.207 -0.553 -0.043
C -1.9229 -1.4649 3.4204 0.037 0.030 -0.224 -0.057
C -1.7627 -0.6785 2.2791 -0.092 -0.385 -0.339 -0.017
H -2.8480 4.5568 -2.6553 0.171 -0.232 -0.177 0.094
H -1.2119 3.8843 -2.9337 -0.322 0.017 0.181 0.108
H -2.6278 3.0352 -3.5837 -0.016 0.253 0.199 0.107
H -3.6028 4.4073 -0.7721 0.050 -0.239 0.249 0.095
H -3.9786 2.7933 -0.0918 0.207 0.186 -0.168 0.112
H -2.5420 3.6807 0.4690 -0.092 0.009 -0.295 0.109
H -1.4950 1.2261 -2.3297 -0.083 0.216 0.306 0.156
H -2.2253 1.3812 0.6995 0.075 -0.276 -0.481 0.100
H -1.3886 -0.9888 -1.1402 0.005 0.246 0.292 0.133
H -1.7830 -3.1507 -0.0925 -0.023 0.067 0.405 0.122
H -2.0842 -4.5542 1.9508 0.034 0.435 0.050 0.116
H -2.1877 -3.4701 4.2076 0.064 0.220 -0.330 0.117
H -1.9482 -0.9844 4.4023 0.015 -0.220 -0.361 0.115
H -1.6515 0.4063 2.3695 -0.013 -0.471 0.122 0.110
```
Positions in Å, forces in eV/Å.

Values from the calculation:
- LUMO (Eh) = -0.1682
- net charge = +1
- HOMO energy (eV) = -10.3
- energy above the lowest of the compared OMol25 structures with the same formula, charge and spin (kJ/mol) = 193.8
- frontier orbital gap (hartree) = 0.2118
- energy (hartree) = -827.3569

=====

No. 3
DFT (ωB97M-V/def2-TZVPD) results for a molecular structure, C33H30FGaIN8O6S.

Geometry as XYZ:
```
81
Properties=species:S:1:pos:R:3:forces:R:3:lowdin_charge:R:1
Ga 0.4626 1.6922 -2.5261 0.151 0.337 0.207 0.176
F -1.1547 -2.3395 2.7065 0.038 0.097 0.027 0.050
C -1.1011 -0.9799 2.7347 0.145 0.248 -0.151 -0.172
C -0.7015 -0.3184 1.6038 -0.027 -0.041 0.166 0.104
C -0.5888 1.0737 1.5976 -0.108 0.061 0.256 -0.029
C -0.1199 1.7631 0.3945 -0.024 0.062 0.202 -0.234
O 0.3679 1.0936 -0.5375 -0.215 -0.048 0.071 0.054
C -0.2639 3.1839 0.4161 0.016 -0.027 -0.470 0.009
C -0.6221 3.8063 1.5735 0.029 -0.067 -0.414 0.062
N -0.8975 3.1647 2.7282 0.128 0.269 -0.020 0.006
C -1.1507 3.9326 3.9155 -0.117 0.230 0.351 -0.256
C -0.2100 5.0505 4.2539 -0.066 -0.024 0.021 -0.070
C -0.1906 3.7927 5.0659 -0.019 -0.007 -0.045 -0.097
C -0.9526 1.7926 2.7526 0.154 -0.701 -0.262 -0.113
C -1.3674 1.0915 3.8906 0.059 0.015 -0.090 0.064
C -1.4181 -0.2949 3.9225 0.030 0.239 -0.417 -0.143
N -1.7999 -0.9215 5.1156 -0.223 -0.099 0.164 -0.094
C -2.2961 -2.2716 5.1771 0.077 -0.207 -0.131 -0.128
C -1.1745 -3.2787 5.4617 -0.602 -0.103 -0.734 -0.087
N -0.5048 -2.8904 6.7341 0.115 -0.306 0.354 0.057
C -0.0094 -1.4871 6.6876 0.060 0.971 0.032 -0.080
C -1.1730 -0.5385 6.3533 0.282 -0.125 0.019 -0.130
C -0.0349 4.0539 -0.8164 -0.041 -0.056 0.565 -0.538
O -0.0654 5.2548 -0.6735 -0.028 0.274 0.066 0.092
O 0.1386 3.4505 -1.9382 0.210 -0.036 -0.373 -0.003
H -0.4563 -0.8594 0.7019 0.042 -0.111 -0.073 0.148
H -0.6940 4.8876 1.5801 0.066 -0.054 0.023 0.157
H -2.2067 4.0670 4.1274 0.073 0.018 0.077 0.160
H -0.6253 5.9409 4.6949 -0.140 0.056 0.040 0.112
H 0.6162 5.2439 3.5890 0.098 -0.095 -0.092 0.115
H -0.5840 3.8114 6.0707 -0.098 0.053 0.055 0.104
H 0.6444 3.1223 4.9268 0.079 -0.032 -0.091 0.111
H -1.6809 1.6439 4.7598 -0.052 0.039 0.099 0.115
H -2.7991 -2.5444 4.2519 0.027 -0.021 0.127 0.142
H -3.0383 -2.3203 5.9857 -0.003 -0.056 -0.051 0.138
H -0.4343 -3.2604 4.6621 0.035 0.035 0.146 0.133
H -1.5728 -4.2901 5.5472 0.109 0.020 0.192 0.144
H 0.2746 -3.5274 6.9301 -0.222 0.078 0.077 0.192
H -1.1876 -2.9764 7.4981 0.246 -0.063 -0.068 0.190
H 0.7522 -1.4177 5.9075 -0.056 -0.169 0.063 0.148
H 0.4369 -1.2246 7.6485 -0.012 -0.211 -0.032 0.141
H -0.7716 0.4711 6.2829 -0.034 -0.078 0.100 0.125
H -1.9186 -0.5576 7.1577 0.074 0.044 0.040 0.139
C -2.5520 -1.0500 -6.7833 -0.183 0.036 0.023 0.013
C -1.1858 -0.7125 -6.3106 0.292 -0.448 -0.120 -0.240
C -0.1588 -1.6260 -6.2481 0.051 0.307 0.131 0.058
C 1.1110 -1.1859 -5.8318 -0.592 -0.137 -0.197 -0.268
N 1.3024 0.0587 -5.4362 0.374 0.183 -0.069 0.136
C 0.2961 0.9108 -5.4126 -0.096 -0.098 -0.364 -0.729
S 0.4534 2.4845 -4.7839 0.057 0.444 0.317 0.852
N -0.9233 0.5486 -5.9144 0.235 -0.066 0.130 0.139
C 2.2880 -2.0893 -5.8030 0.027 -0.093 -0.006 0.013
H -2.5591 -2.0354 -7.2424 -0.012 0.033 0.012 0.094
H -2.9088 -0.3175 -7.5063 -0.021 0.028 -0.027 0.103
H -3.2490 -1.0529 -5.9436 -0.045 0.008 -0.013 0.077
H -0.3259 -2.6539 -6.5196 -0.061 -0.083 -0.115 0.124
H -1.6431 1.2668 -5.9019 0.016 -0.145 0.069 0.154
H 2.0434 -3.0792 -6.1764 0.034 -0.072 0.001 0.086
H 2.6423 -2.1550 -4.7746 0.035 -0.051 0.009 0.072
H 3.0994 -1.6641 -6.3920 0.007 0.051 -0.029 0.103
I 6.9215 -4.1807 -2.3939 -0.334 0.339 -0.036 0.846
C 5.4015 -2.7095 -2.4215 0.316 -0.336 0.062 -0.706
C 5.7398 -1.3767 -2.5897 0.213 -0.065 -0.008 -0.137
C 4.7466 -0.4141 -2.5734 -0.303 0.013 0.059 0.006
C 3.4193 -0.7941 -2.4048 0.217 -0.262 -0.016 -0.130
C 3.0904 -2.1382 -2.2466 0.067 0.217 0.055 -0.034
C 4.0824 -3.0992 -2.2450 0.083 -0.140 0.022 -0.150
C 2.3229 0.1964 -2.4529 0.922 -0.713 -0.180 -0.584
O 2.5326 1.4069 -2.2298 -0.445 0.736 -0.029 0.072
O 1.1742 -0.2181 -2.7546 -0.784 0.372 0.150 0.021
H 6.7729 -1.0952 -2.7289 0.041 0.039 -0.010 0.096
H 4.9849 0.6312 -2.7026 0.020 0.070 -0.001 0.128
H 2.0514 -2.4067 -2.1211 -0.050 -0.061 -0.019 0.125
H 3.8364 -4.1411 -2.1111 -0.024 -0.088 0.011 0.093
O -1.2922 0.9221 -2.5614 -1.968 -0.965 -0.336 -0.156
N -2.4208 1.1189 -3.2178 1.242 0.566 0.201 0.064
C -3.2708 0.1359 -3.2010 0.669 0.183 0.297 -0.328
C -4.5099 0.2951 -3.8580 -0.465 0.310 -0.336 -0.203
N -5.5178 0.3822 -4.3984 -0.251 -0.004 -0.176 0.175
C -3.0114 -1.1239 -2.5987 0.541 -0.299 0.415 -0.177
N -2.7110 -2.1247 -2.1236 -0.076 -0.218 0.095 0.175
```
Positions in Å, forces in eV/Å.

Values from the calculation:
- LUMO (Eh) = -0.1236
- net charge = +1
- HOMO energy (eV) = -10.4
- frontier orbital gap (hartree) = 0.2588
- energy (hartree) = -4885.3867